Formula: C5H13BF2N2OS2V
Source: OMol25
Level of theory: ωB97M-V with the def2-TZVPD basis set

Computed properties:
- E_LUMO (spin up / spin down) (eV) = -9.91 / -9.30
- net charge = +2
- spin multiplicity = 2
- HOMO-LUMO gap (spin up / spin down) (eV) = 7.78 / 8.44
- E_tot (eV) = -63879.036

Each line ends with the natural charge from an NBO analysis.
Geometry (Å):
V -0.018 -0.184 -0.536  0.861
N 0.410 -0.487 1.494  -0.850
C 1.735 -0.152 2.037  -0.234
C 2.103 1.323 1.844  -0.438
C 2.348 1.611 0.364  -0.235
N 1.088 1.546 -0.396  -0.854
H -0.347 -0.019 2.013  0.425
H 0.204 -1.477 1.643  0.424
H 2.474 -0.780 1.515  0.227
H 1.717 -0.386 3.113  0.246
H 3.049 1.483 2.393  0.282
H 1.325 1.986 2.275  0.226
H 3.034 0.849 -0.045  0.217
H 2.857 2.585 0.228  0.255
H 1.253 1.761 -1.393  0.424
H 0.453 2.287 -0.108  0.426
F 2.195 -2.357 -0.495  -0.454
B 1.280 -1.765 -1.234  1.038
F 0.901 -2.297 -2.415  -0.455
C -4.632 -0.921 -1.429  -0.275
O -3.546 -0.216 -2.240  -0.401
C -2.296 -0.390 -1.802  0.153
S -1.886 -1.326 -0.387  0.110
S -1.020 0.471 -2.564  0.172
H -5.511 -0.758 -2.046  0.256
H -4.749 -0.386 -0.459  0.228
H -4.419 -2.000 -1.370  0.227